Entry 1:
Formula: C4H4F2NO
Source: the Open Molecules 2025 dataset
Level of theory: the ωB97M-V functional and the def2-TZVPD basis

```
! wB97M-V def2-TZVPD RIJCOSX def2/J DEFGRID3
* xyz 1 1
C -0.410 0.000 -0.790
C -0.223 -0.539 0.352
C 0.125 1.425 -0.944
C -0.432 -1.672 1.172
N 0.758 1.439 0.452
O 1.752 2.033 0.758
F -0.506 -0.646 -1.910
F 0.995 1.547 -1.941
H -0.694 2.280 -1.078
H -0.337 -2.416 0.327
H -1.377 -1.672 1.660
H 0.347 -1.780 1.943
*
```

Its relative energy (zero: lowest compared OMol25 entry of this formula, charge and spin) is 109.7 kJ/mol. The value obtained for the calculated total energy is -13171.0316 eV. Its HOMO energy (alpha / beta) is -15.575 / -15.576 eV.

Mulliken population analysis, charges in e, atoms 1 to 2: 0.28, 0.34

---

Entry 2:
Formula: C5H7ClFN
Source: the Open Molecules 2025 dataset
Level of theory: the ωB97M-V functional and the def2-TZVPD basis

```
! wB97M-V def2-TZVPD RIJCOSX def2/J DEFGRID3
* xyz 0 1
C -0.065 -0.062 1.374
C -0.735 -1.166 -0.835
C 0.932 -0.028 0.456
C -2.026 -0.465 -0.595
C 1.860 1.244 0.510
N 0.490 -0.623 -0.698
F -0.047 1.013 2.312
Cl -0.614 -2.747 -1.606
H -2.762 -0.107 -1.357
H -2.691 -1.095 0.134
H -1.596 0.342 -0.111
H 1.380 2.001 -0.086
H 1.742 1.486 1.574
H 2.947 1.085 0.226
H 1.184 -0.879 -1.297
*
```

Its relative energy (zero: lowest compared OMol25 entry of this formula, charge and spin) is 503.4 kJ/mol. The value obtained for the calculated total energy is -22023.0822 eV. Its HOMO energy (alpha / beta) is -8.063 / -8.066 eV.

Mulliken population analysis, charges in e, atoms 1 to 2: -0.83, 0.35

---

Entry 3:
Formula: C36H106O17
Source: the Open Molecules 2025 dataset
Level of theory: the ωB97M-V functional and the def2-TZVPD basis

```
! wB97M-V def2-TZVPD RIJCOSX def2/J DEFGRID3
* xyz 1 2
O -0.391 0.201 -4.588
H 0.353 0.305 -3.996
H -0.185 0.764 -5.335
O 3.627 0.300 -2.325
H 4.516 0.146 -2.643
H 3.226 -0.568 -2.301
O -2.989 -0.179 -0.984
H -3.006 -0.400 -0.053
H -2.933 -1.024 -1.431
O 3.028 -3.836 0.581
H 3.772 -3.475 1.063
H 2.329 -3.192 0.700
O -2.365 -1.193 1.494
H -1.666 -1.799 1.250
H -2.234 -1.040 2.430
C -3.228 4.866 -1.785
C -2.396 4.509 -0.566
C -2.941 3.316 0.346
O -1.102 4.162 -1.008
H -4.214 5.276 -1.566
H -3.286 3.894 -2.275
H -2.533 5.513 -2.320
H -2.175 5.428 -0.024
H -3.131 2.505 -0.357
H -3.848 3.378 0.948
H -2.139 3.086 1.047
H -1.050 3.204 -0.986
C 2.003 4.754 -2.530
C 3.516 4.621 -2.150
C 4.115 5.762 -1.305
O 3.677 3.527 -1.327
H 1.517 3.837 -2.862
H 2.038 5.356 -3.438
H 1.482 5.116 -1.644
H 4.092 4.460 -3.061
H 5.111 5.488 -0.959
H 3.539 6.011 -0.414
H 4.253 6.661 -1.907
H 3.247 2.787 -1.762
C -5.997 0.463 -0.195
C -5.920 0.697 -1.719
C -7.161 1.128 -2.512
O -4.843 1.593 -1.856
H -6.176 1.354 0.407
H -5.194 -0.037 0.348
H -6.882 -0.164 -0.091
H -5.627 -0.246 -2.181
H -8.012 0.496 -2.258
H -6.799 0.995 -3.531
H -7.348 2.173 -2.265
H -4.130 0.974 -2.028
C 1.437 -0.024 5.351
C 0.067 0.534 5.155
C 0.141 1.940 4.475
O -0.569 -0.316 4.112
H 2.028 -0.221 4.456
H 1.417 -1.003 5.831
H 2.119 0.532 5.995
H -0.642 0.570 5.982
H 0.773 1.896 3.588
H 0.604 2.694 5.112
H -0.822 2.412 4.285
H -1.472 0.002 4.040
C -4.588 2.023 3.981
C -4.023 0.667 4.196
C -5.014 -0.391 3.637
O -2.935 0.589 3.495
H -3.822 2.746 4.261
H -5.523 2.283 4.477
H -4.756 2.083 2.906
H -3.893 0.482 5.262
H -4.512 -1.291 3.281
H -5.578 0.120 2.858
H -5.732 -0.726 4.386
H -3.070 1.177 2.748
C -0.529 -2.063 -6.695
C -0.902 -2.781 -5.418
C 0.225 -3.214 -4.579
O -1.714 -1.993 -4.613
H -0.460 -2.908 -7.381
H 0.401 -1.496 -6.667
H -1.300 -1.522 -7.244
H -1.707 -3.506 -5.542
H -0.023 -3.566 -3.577
H 1.014 -2.469 -4.476
H 0.629 -4.090 -5.088
H -1.278 -1.140 -4.541
C 0.452 0.797 0.934
C 0.515 0.535 -0.565
C 0.363 -0.920 -1.035
O -0.507 1.314 -1.122
H 0.818 1.797 1.166
H 1.069 0.067 1.456
H -0.431 0.575 1.534
H 1.496 0.866 -0.904
H 0.397 -0.937 -2.124
H -0.581 -1.410 -0.797
H 1.067 -1.597 -0.552
H -1.337 0.860 -0.956
C 4.486 -2.831 -4.364
C 4.330 -3.259 -2.888
C 5.561 -3.106 -1.972
O 3.206 -2.580 -2.271
H 5.415 -3.196 -4.801
H 4.564 -1.766 -4.587
H 3.623 -3.165 -4.940
H 4.017 -4.297 -3.004
H 5.321 -3.100 -0.909
H 6.012 -2.128 -2.140
H 6.251 -3.874 -2.319
H 2.656 -3.167 -1.747
C 1.047 -3.871 3.732
C 0.031 -3.723 2.601
C -1.335 -4.024 3.048
O 0.110 -2.358 2.125
H 2.062 -3.643 3.406
H 0.912 -4.868 4.150
H 1.023 -3.127 4.528
H 0.364 -4.410 1.823
H -1.461 -5.086 3.261
H -2.136 -3.905 2.318
H -1.644 -3.449 3.921
H 0.063 -1.669 2.792
C 2.756 3.966 1.668
C 4.213 4.256 1.880
C 4.692 3.914 3.312
O 5.012 3.447 1.049
H 2.569 2.892 1.684
H 2.473 4.286 0.665
H 2.154 4.525 2.385
H 4.475 5.302 1.717
H 5.672 4.287 3.608
H 4.771 2.863 3.588
H 4.052 4.490 3.981
H 4.465 3.332 0.269
C -4.143 -4.015 -0.101
C -3.644 -3.979 -1.550
C -4.779 -3.565 -2.486
O -2.657 -2.894 -1.755
H -4.319 -2.981 0.199
H -3.476 -4.529 0.591
H -4.988 -4.676 0.091
H -3.145 -4.940 -1.669
H -4.724 -3.803 -3.548
H -4.926 -2.485 -2.487
H -5.736 -3.997 -2.194
H -2.499 -2.911 -2.702
C 6.200 -0.661 1.855
C 4.919 -1.417 2.146
C 3.806 -0.923 1.163
O 4.984 -2.879 2.014
H 6.020 0.363 2.182
H 6.537 -0.861 0.838
H 7.029 -1.036 2.454
H 4.610 -1.195 3.167
H 3.647 0.151 1.261
H 2.799 -1.296 1.350
H 4.010 -1.174 0.123
H 5.839 -3.187 2.325
*
```

The value obtained for the calculated total energy is -73846.9751 eV. Its HOMO energy (alpha / beta) is -10.734 / -10.734 eV.

Mulliken population analysis, charges in e, atoms 1 to 2: -0.59, 0.20

---

Entry 4:
Formula: C91H173BN11O17
Source: the Open Molecules 2025 dataset
Level of theory: the ωB97M-V functional and the def2-TZVPD basis

```
! wB97M-V def2-TZVPD RIJCOSX def2/J DEFGRID3
* xyz 0 10
C 14.689 24.284 11.745
C 16.066 24.171 12.444
N 15.955 24.326 13.953
C 15.323 25.258 14.726
C 15.525 24.945 16.000
N 16.327 23.834 16.061
C 16.560 23.444 14.774
C 16.902 23.194 17.279
H 14.754 24.372 10.669
H 14.000 25.056 12.158
H 14.144 23.283 11.805
H 16.698 24.917 12.083
H 16.482 23.159 12.382
H 14.652 26.002 14.351
H 15.179 25.532 16.838
H 17.067 22.496 14.551
H 16.454 22.232 17.469
H 16.786 23.948 18.069
H 17.938 22.907 17.162
O 17.392 17.577 15.192
C 18.093 18.528 15.125
O 19.396 18.627 14.991
B 19.892 20.040 14.988
O 18.649 20.830 15.182
C 17.599 19.966 15.372
O 16.467 20.318 15.750
O 20.511 20.393 13.762
C 21.746 20.856 14.019
O 22.637 21.246 13.280
C 21.896 20.876 15.624
O 20.810 20.313 16.066
O 22.704 21.448 16.234
C 25.566 24.924 13.114
C 25.609 23.485 12.660
C 24.385 23.173 11.803
C 24.533 22.124 10.743
C 25.682 22.490 9.824
C 27.042 22.465 10.552
N 26.916 23.379 11.744
O 27.929 23.735 12.299
C 27.573 21.104 11.075
C 28.076 23.081 9.562
C 25.763 22.562 13.829
H 26.450 25.298 13.630
H 24.794 25.034 13.897
H 25.183 25.649 12.437
H 23.555 23.014 12.495
H 24.106 24.089 11.218
H 23.626 22.039 10.106
H 24.642 21.091 11.101
H 25.565 23.565 9.670
H 25.857 21.976 8.886
H 28.431 21.337 11.659
H 26.842 20.598 11.706
H 27.838 20.457 10.245
H 28.220 22.427 8.709
H 27.667 23.980 9.127
H 29.069 23.350 9.904
H 26.750 22.812 14.249
H 25.577 21.508 13.584
H 25.043 22.811 14.638
C 25.536 22.096 20.139
C 25.247 21.073 18.787
C 25.512 21.964 17.530
C 27.017 22.330 17.226
C 27.867 20.976 17.178
C 27.983 20.062 18.374
N 26.444 20.094 18.995
O 26.173 19.171 19.969
C 28.193 18.692 18.007
C 28.759 20.647 19.624
C 23.997 20.467 18.905
H 24.629 22.595 20.207
H 26.511 22.671 20.125
H 25.404 21.476 21.011
H 25.262 21.379 16.645
H 24.988 22.889 17.499
H 27.488 22.787 18.142
H 27.336 23.010 16.420
H 28.760 21.392 16.704
H 27.407 20.403 16.411
H 29.024 18.593 17.364
H 28.287 18.033 18.880
H 27.231 18.400 17.570
H 28.644 21.727 19.852
H 28.599 19.916 20.456
H 29.784 20.524 19.305
H 23.791 19.855 19.816
H 23.799 19.831 18.067
H 23.235 21.276 18.910
C 21.688 16.165 13.331
C 23.006 16.153 12.601
C 22.862 17.110 11.392
C 23.132 18.522 11.839
C 24.483 18.687 12.471
C 24.594 17.788 13.735
N 24.222 16.448 13.457
O 24.904 15.530 14.112
C 26.122 17.896 14.072
C 23.873 18.320 14.959
C 23.242 14.747 12.040
H 20.901 15.635 12.778
H 21.198 17.158 13.483
H 21.816 15.737 14.311
H 23.561 16.788 10.607
H 21.845 16.931 11.048
H 22.329 18.811 12.511
H 23.039 19.168 10.937
H 24.820 19.679 12.874
H 25.121 18.357 11.627
H 26.681 17.415 13.277
H 26.388 18.955 14.115
H 26.492 17.419 15.067
H 24.098 19.387 15.145
H 22.805 18.104 14.883
H 24.179 17.726 15.869
H 22.513 14.328 11.357
H 23.468 13.914 12.720
H 24.097 14.668 11.375
C 19.226 25.501 15.219
C 19.897 26.257 16.393
C 19.682 25.522 17.753
C 20.634 24.385 18.012
C 22.052 24.795 17.770
C 22.351 25.375 16.354
N 21.311 26.489 16.024
O 21.580 27.276 15.084
C 23.729 25.980 16.376
C 22.338 24.284 15.304
C 19.338 27.567 16.587
H 18.207 25.951 15.093
H 19.096 24.423 15.256
H 19.683 25.925 14.338
H 19.928 26.252 18.559
H 18.598 25.454 17.950
H 20.324 23.518 17.465
H 20.566 24.215 19.075
H 22.760 23.926 17.973
H 22.366 25.556 18.540
H 23.969 26.661 15.575
H 23.899 26.492 17.302
H 24.563 25.249 16.295
H 22.550 24.841 14.317
H 23.171 23.535 15.320
H 21.367 23.769 15.280
H 18.353 27.571 16.960
H 19.350 28.255 15.780
H 19.958 28.142 17.261
C 20.625 22.238 9.757
C 20.532 23.724 10.122
C 21.380 24.420 9.081
C 21.067 25.842 8.855
C 19.637 25.790 8.312
C 18.593 25.240 9.321
N 19.197 24.010 9.758
O 18.272 23.303 10.811
C 18.384 26.387 10.346
C 17.288 25.048 8.525
C 20.989 23.960 11.608
H 20.023 21.551 10.382
H 21.513 21.659 9.674
H 20.196 22.264 8.755
H 22.453 24.182 9.326
H 21.115 23.850 8.210
H 21.773 26.318 8.165
H 21.083 26.533 9.763
H 19.605 25.004 7.489
H 19.235 26.800 7.990
H 18.231 27.382 9.862
H 17.519 26.486 11.060
H 19.205 26.432 11.059
H 17.347 23.964 8.221
H 16.329 25.106 9.033
H 17.124 25.671 7.641
H 21.535 24.915 11.818
H 21.672 23.223 12.075
H 20.113 24.075 12.310
C 11.179 18.600 16.269
C 12.662 18.742 15.723
C 13.833 18.188 16.666
C 13.736 16.763 17.195
C 13.932 15.828 15.916
C 12.943 16.090 14.614
N 12.696 17.655 14.648
O 12.374 18.166 13.434
C 13.698 15.589 13.387
C 11.414 15.587 14.778
C 13.027 20.125 15.351
H 10.973 19.551 16.776
H 10.939 17.769 16.904
H 10.545 18.659 15.410
H 14.752 18.256 16.183
H 14.113 18.909 17.412
H 12.712 16.690 17.545
H 14.424 16.407 18.060
H 13.867 14.791 16.171
H 14.996 15.938 15.588
H 14.544 16.308 13.154
H 14.116 14.553 13.565
H 12.907 15.590 12.619
H 11.517 14.516 14.504
H 10.639 15.617 15.581
H 10.836 15.991 13.876
H 12.332 20.510 14.582
H 14.044 20.008 14.948
H 13.042 20.751 16.262
C 19.274 18.865 10.841
C 18.062 17.945 10.713
C 17.161 17.763 11.918
C 16.452 18.999 12.366
C 15.358 19.288 11.223
C 16.085 19.525 9.856
N 17.162 18.415 9.626
O 17.594 18.356 8.464
C 15.133 19.102 8.852
C 16.669 20.933 9.706
C 18.561 16.550 10.330
H 18.970 19.770 11.402
H 19.709 19.101 9.875
H 20.086 18.364 11.415
H 16.403 17.054 11.585
H 17.715 17.198 12.693
H 17.018 19.902 12.481
H 15.985 18.873 13.345
H 14.703 20.112 11.436
H 14.761 18.438 10.945
H 14.134 19.558 8.865
H 15.517 19.155 7.830
H 14.876 18.051 8.997
H 17.521 21.241 10.351
H 17.045 21.132 8.716
H 15.795 21.618 9.900
H 17.869 15.723 10.291
H 19.387 16.190 10.974
H 19.082 16.714 9.412
C 17.793 15.192 20.747
C 18.219 16.009 19.439
C 18.100 17.500 19.658
C 19.123 18.184 18.736
C 20.580 17.960 19.117
C 20.916 16.463 19.072
N 19.763 15.769 19.476
O 20.104 14.218 19.409
C 21.300 16.121 17.551
C 22.006 16.227 20.171
C 17.616 15.568 18.082
H 16.726 15.318 20.929
H 18.236 15.561 21.645
H 17.947 14.106 20.611
H 17.155 17.685 19.195
H 18.188 17.862 20.656
H 18.972 19.241 18.912
H 18.998 18.021 17.659
H 20.841 18.478 20.066
H 21.127 18.294 18.199
H 20.406 16.291 16.912
H 22.194 16.800 17.391
H 21.614 15.145 17.397
H 22.300 15.144 20.263
H 22.843 16.925 20.115
H 21.402 16.440 21.082
H 16.740 14.977 17.973
H 18.428 14.882 17.836
H 17.698 16.308 17.283
C 15.764 10.601 16.256
C 17.005 11.378 16.200
C 18.209 10.597 15.790
C 19.462 11.359 15.241
C 18.809 12.118 14.048
C 17.695 13.137 14.366
N 16.858 12.540 15.423
O 15.817 13.283 15.690
C 18.241 14.505 14.926
C 16.908 13.397 13.101
C 17.369 11.968 17.654
H 15.726 9.700 16.856
H 15.481 10.444 15.231
H 15.013 11.263 16.571
H 18.434 9.803 16.514
H 17.920 10.067 14.869
H 20.254 10.690 14.894
H 19.815 12.111 15.965
H 18.267 11.261 13.524
H 19.549 12.546 13.457
H 18.908 15.006 14.265
H 17.347 15.064 15.160
H 18.926 14.263 15.773
H 16.662 12.359 12.775
H 16.006 13.971 13.175
H 17.461 13.776 12.280
H 17.236 11.293 18.479
H 16.647 12.785 17.797
H 18.347 12.472 17.651
*
```

The value obtained for the calculated total energy is -149025.5107 eV. Its HOMO energy (alpha / beta) is -7.211 / -8.608 eV.

Mulliken population analysis, charges in e, atoms 1 to 2: -1.39, 1.51